1.
47
Properties=species:S:1:pos:R:3:mulliken_charge:R:1 method="wB97M-V/def2-TZVPD" gap_ev=9.18 homo_ev=-8.68 fmax_ev_per_a=1.09 e_lumo_ev=0.50 smiles="Cc1ccc(C(C)(C)C)cc1S(=O)(=O)N1CC(=O)Nc2ccccc21" e_above_lowest_kcal_mol=27.7 total_energy_ev=-40018.693 multiplicity=1
C 0.295 2.987 0.097 -1.7958
C -0.540 1.779 0.372 1.1686
C -1.217 1.668 1.587 -1.3252
C -1.976 0.560 1.900 -0.5395
C -2.112 -0.507 1.011 0.2205
C -2.960 -1.710 1.386 1.9415
C -4.404 -1.245 1.617 -1.6580
C -2.401 -2.337 2.671 -1.6314
C -2.966 -2.780 0.291 -2.1103
C -1.447 -0.398 -0.200 -0.2134
C -0.683 0.716 -0.507 -0.3645
S 0.110 0.574 -2.109 1.5587
O -0.750 -0.158 -2.987 -0.7534
O 0.641 1.820 -2.588 -0.7099
N 1.413 -0.485 -1.733 0.0200
C 2.049 -0.937 -2.956 -0.5170
C 2.936 0.118 -3.603 0.4604
O 3.126 0.209 -4.792 -0.6610
N 3.568 0.927 -2.706 -0.0190
C 3.381 0.871 -1.334 0.6832
C 4.230 1.536 -0.457 -0.6489
C 4.011 1.458 0.907 -0.5707
C 2.957 0.709 1.405 -0.7926
C 2.105 0.046 0.538 -0.4775
C 2.306 0.130 -0.830 -0.2273
H -0.198 3.879 0.476 0.5580
H 1.255 2.890 0.605 0.1774
H 0.482 3.098 -0.965 0.3462
H -1.136 2.476 2.299 0.4604
H -2.475 0.532 2.857 0.4090
H -4.465 -0.526 2.429 0.3375
H -4.796 -0.778 0.716 0.3896
H -5.034 -2.095 1.867 0.4591
H -1.369 -2.646 2.523 0.3516
H -2.433 -1.638 3.502 0.3493
H -2.987 -3.213 2.943 0.4489
H -1.962 -3.154 0.105 0.4290
H -3.585 -3.617 0.606 0.4272
H -3.376 -2.388 -0.636 0.4190
H -1.501 -1.162 -0.955 0.6482
H 1.257 -1.215 -3.653 0.3495
H 2.657 -1.822 -2.733 0.3787
H 4.198 1.625 -3.081 0.2272
H 5.050 2.118 -0.850 0.4073
H 4.670 1.982 1.583 0.3887
H 2.795 0.642 2.470 0.4191
H 1.280 -0.540 0.913 0.5816

2.
12
Properties=species:S:1:pos:R:3:mulliken_charge:R:1 method="wB97M-V/def2-TZVPD" gap_ev=10.67 homo_ev=-9.75 fmax_ev_per_a=4.79 e_lumo_ev=0.92 smiles=C#CC(C)C#C e_above_lowest_kcal_mol=121.4 total_energy_ev=-6313.938 multiplicity=1
C -0.889 -0.290 2.236 0.0452
C -0.186 -0.227 1.233 -0.8183
C 0.533 -0.029 0.036 0.5902
C 1.100 -1.374 -0.619 -1.0270
C -0.136 0.852 -0.923 -0.5265
C -0.874 1.522 -1.678 -0.0807
H -1.468 -0.466 3.059 0.5016
H 1.521 0.487 0.185 0.1249
H 0.362 -1.963 -1.407 0.2729
H 2.055 -1.013 -1.332 0.2766
H 1.461 -2.114 0.212 0.3015
H -1.210 2.346 -2.419 0.3395

3.
66
Properties=species:S:1:pos:R:3:mulliken_charge:R:1 method="wB97M-V/def2-TZVPD" gap_ev=7.93 homo_ev=-10.70 charge=+1 fmax_ev_per_a=9.04 e_lumo_ev=-2.78 total_energy_ev=-38175.939 multiplicity=1
Ba -3.008 -13.789 -4.391 0.8220
N -4.730 -14.038 -1.713 1.0737
O -3.640 -13.623 -1.669 -0.5949
O -5.036 -14.687 -2.689 -0.4970
O -5.382 -13.942 -0.724 -0.7236
C -4.321 -16.574 -8.304 -1.6738
C -4.316 -15.294 -7.475 0.3888
C -5.601 -15.290 -6.524 -1.0383
O -5.558 -14.139 -5.654 0.0627
C -6.818 -13.989 -5.019 -0.8700
N -3.024 -15.248 -6.760 -0.2195
H -5.173 -16.684 -8.975 0.4319
H -4.459 -17.419 -7.629 0.4241
H -3.452 -16.668 -8.955 0.3821
H -4.384 -14.468 -8.183 0.3218
H -5.779 -16.259 -6.058 0.3979
H -6.449 -15.116 -7.186 0.4522
H -6.697 -13.263 -4.215 0.2057
H -7.145 -14.919 -4.553 0.3696
H -7.554 -13.569 -5.705 0.2957
H -2.738 -16.182 -6.502 0.1158
H -2.265 -15.040 -7.393 0.2229
C -4.028 -18.088 -3.203 -1.5527
C -2.776 -17.373 -2.730 0.0754
C -1.621 -18.327 -2.238 -0.9871
O -0.528 -17.495 -1.822 -0.2003
C 0.611 -18.301 -1.616 -0.8407
N -2.348 -16.414 -3.691 0.5966
H -4.745 -17.345 -3.553 0.2311
H -4.565 -18.695 -2.473 0.4452
H -3.814 -18.772 -4.023 0.4205
H -3.095 -16.917 -1.793 0.3112
H -1.447 -18.944 -3.120 0.3795
H -2.033 -18.969 -1.459 0.4594
H 0.820 -19.134 -2.288 0.3703
H 0.537 -18.589 -0.568 0.3257
H 1.441 -17.607 -1.748 0.2049
H -1.377 -16.261 -3.460 -0.1077
H -2.313 -16.949 -4.547 0.1251
C -4.947 -10.570 -4.260 -0.9251
C -3.778 -10.381 -5.285 -0.1214
C -2.390 -10.127 -4.602 -0.7447
O -2.268 -11.206 -3.626 0.1219
C -1.257 -10.984 -2.662 -0.9768
N -3.725 -11.613 -6.074 -0.3072
H -5.938 -10.448 -4.697 0.4487
H -4.958 -9.732 -3.562 0.4673
H -4.984 -11.540 -3.765 -0.0846
H -4.167 -9.473 -5.745 0.2885
H -2.356 -9.163 -4.095 0.4858
H -1.574 -10.104 -5.325 0.3440
H -1.348 -11.824 -1.973 0.2181
H -1.487 -10.077 -2.103 0.3652
H -0.220 -11.056 -2.992 0.3070
H -2.957 -11.434 -6.704 0.1795
H -4.513 -11.553 -6.703 0.2337
C 0.198 -14.491 -5.506 -0.5185
C 0.849 -14.394 -4.068 -0.4190
O -0.096 -14.769 -3.121 -0.3506
O -0.632 -13.265 -5.554 -0.3358
H -0.316 -15.419 -5.754 0.1588
H 0.949 -14.531 -6.295 0.4564
H 1.190 -13.400 -3.779 0.2917
H 1.636 -15.143 -3.979 0.4194
H 0.320 -14.627 -2.268 0.1935
H -0.047 -12.673 -6.032 0.1980

What did the second record say?
12
Properties=species:S:1:pos:R:3:mulliken_charge:R:1 method="wB97M-V/def2-TZVPD" gap_ev=10.67 homo_ev=-9.75 fmax_ev_per_a=4.79 e_lumo_ev=0.92 smiles=C#CC(C)C#C e_above_lowest_kcal_mol=121.4 total_energy_ev=-6313.938 multiplicity=1
C -0.889 -0.290 2.236 0.0452
C -0.186 -0.227 1.233 -0.8183
C 0.533 -0.029 0.036 0.5902
C 1.100 -1.374 -0.619 -1.0270
C -0.136 0.852 -0.923 -0.5265
C -0.874 1.522 -1.678 -0.0807
H -1.468 -0.466 3.059 0.5016
H 1.521 0.487 0.185 0.1249
H 0.362 -1.963 -1.407 0.2729
H 2.055 -1.013 -1.332 0.2766
H 1.461 -2.114 0.212 0.3015
H -1.210 2.346 -2.419 0.3395